Record 1
43
Properties=species:S:1:pos:R:3:forces:R:3:lowdin_charge:R:1 method="wB97M-V/def2-TZVPD" total_charge=0 relative_energy_kcal_mol=102.4 multiplicity=1 lumo_energy_ev=0.39 orbital_gap_ev=9.5
H -1.0639 -3.3853 -2.0163 0.2743 -0.4240 0.7858 0.10
C 0.5544 3.4065 -2.7510 2.5124 -0.8332 -1.7002 -0.06
H -2.7035 4.6086 -2.2088 0.5764 0.6860 0.3461 0.10
C -0.0077 -1.2731 2.4882 1.3064 -2.0965 5.3053 -0.41
O 2.2990 -1.5368 -0.4343 -0.8901 0.0525 -0.6121 -0.52
H -0.3743 3.2167 -3.2889 0.2665 0.4023 -0.3232 0.09
C 1.5417 2.0838 1.3592 -1.8874 2.2862 -1.2978 -0.09
N 0.2257 4.0331 -1.5373 0.4086 2.0405 2.5850 -0.16
C -0.9674 -2.8182 0.8524 -0.4910 -0.2674 -1.2965 -0.10
O -0.0978 -1.9331 3.5434 0.3635 1.8971 -2.3261 0.07
H -2.5535 5.1485 -0.5183 -0.2015 0.0529 0.2831 0.08
C 1.1517 3.7960 -0.4601 0.5247 -1.1180 -0.4797 -0.40
C -2.3599 -2.8236 0.1496 0.4046 1.1671 -0.8938 -0.46
O -1.0961 3.9561 -1.1583 0.2389 -3.2354 1.3986 -0.18
C -0.2454 -3.8912 -1.4504 -1.5637 -0.1680 -0.5021 -0.10
H 1.9487 -3.3893 1.1263 -0.1948 -0.4052 -0.2868 0.09
H -1.0864 -3.5147 1.6713 0.6558 -0.0794 0.3720 0.15
C -1.9892 4.9640 -1.4224 -0.5077 0.8945 -1.0645 -0.10
O 2.3308 3.9913 -0.6435 -0.0455 0.4182 -0.5098 0.09
O -3.1196 -3.9138 0.3881 -0.3127 0.5191 0.0241 0.11
S 0.8051 -1.5256 -0.7199 2.7845 0.6684 -0.5107 1.05
H 2.0374 -4.4610 -0.2785 0.4590 0.2181 -0.8143 0.08
H 1.0149 2.3639 -2.5479 -0.3964 1.4934 -0.5370 0.11
C 1.0375 1.2750 2.4653 -0.5674 -2.0609 0.9430 -0.13
C 0.2249 -3.1930 -0.2156 -1.4707 0.1149 2.2334 -0.55
H 1.9946 -0.6398 2.0817 1.2343 -0.7409 -0.7899 0.13
H -4.0297 -3.7648 0.0251 1.0765 -0.0307 0.1280 0.15
C 0.7621 3.0094 0.7440 -1.4653 -0.8302 0.4241 0.01
C 0.1371 -0.4998 0.6283 0.9427 -1.9416 0.2191 -0.27
H 2.5087 1.8613 0.9946 1.0965 0.0377 -0.2233 0.12
H -0.4139 0.3081 0.2151 -0.3925 0.8368 -0.2493 0.11
H -0.4573 -4.9695 -1.2934 0.0302 0.7140 -0.0221 0.12
H -0.3131 2.9795 1.0072 0.7181 0.4308 0.0642 0.11
C 1.3693 -4.0113 0.4227 -0.8017 0.4404 1.4353 -0.05
H 1.3454 4.1081 -3.2977 -1.8414 -1.8646 0.6978 0.14
H 1.8191 1.3153 3.2441 -0.5493 -0.0984 0.0713 0.13
H 0.5698 -3.7858 -2.0977 1.3642 -0.4253 -1.3245 0.06
O -2.6876 -1.9144 -0.5877 0.0018 -0.8798 0.7903 0.10
C 1.0334 -0.2382 1.9408 -3.7857 1.1746 0.0743 -0.07
H 0.9479 -4.8804 0.9605 -0.0993 0.5311 -0.0264 0.10
H 0.0318 1.5494 2.9287 1.3529 -0.1019 -0.9044 0.15
N -0.6814 -1.4827 1.3648 -0.8978 0.3048 -1.1095 0.01
H -1.4436 5.8712 -1.6731 -0.2310 0.2196 -0.3769 0.09



Record 2
42
Properties=species:S:1:pos:R:3:forces:R:3:lowdin_charge:R:1 method="wB97M-V/def2-TZVPD" total_charge=0 relative_energy_kcal_mol=0.0 multiplicity=1 lumo_energy_ev=0.45 orbital_gap_ev=9.3
H -2.9625 2.4724 -0.2304 0.0203 -0.0269 -0.0868 0.12
H 4.4688 -1.9748 -3.8581 -0.0608 0.0408 0.1403 0.12
H 0.2977 -2.5337 0.8778 -0.0006 -0.1310 0.0393 0.11
H 1.7667 -0.7639 1.6521 0.0746 -0.0054 -0.0083 0.11
O 2.7148 -0.3219 -2.0466 0.3109 0.5370 0.1450 -0.01
O -0.4658 0.6557 1.9764 0.1132 0.1687 0.3456 0.11
H 1.9191 -3.1431 1.2062 -0.0686 -0.0540 0.0472 0.11
C 1.3451 -3.1595 -0.8693 -0.4363 -0.2574 0.1747 -0.15
H -0.7900 -0.3529 -1.0026 0.0087 0.0785 0.1539 0.14
H 0.6039 -2.6900 -1.5114 0.0646 -0.0727 0.0503 0.11
H -3.0612 6.0508 2.1013 0.0039 0.0770 0.0085 0.10
O -2.3081 0.2046 0.7277 0.0967 -0.0498 -0.1974 0.00
N 2.6520 -3.0607 -1.4920 0.3768 0.1276 0.0695 0.09
H -3.2048 4.6960 4.1581 0.0023 0.0378 0.0731 0.10
C -3.0984 2.1975 1.8837 0.0464 -0.0640 -0.0376 -0.20
C -3.0044 4.3460 0.8074 -0.0056 0.0452 -0.0696 -0.08
C 1.8648 -1.0895 0.6154 -0.0940 0.0363 0.0109 -0.14
H 1.0884 -4.2217 -0.7753 -0.0533 0.1383 -0.0406 0.12
H -2.7714 0.2594 2.7384 -0.1251 0.0666 -0.1340 0.13
C -3.1562 4.2116 3.1936 -0.0390 0.0623 0.0829 -0.09
H 1.4890 0.9307 0.0067 -0.0300 -0.1376 -0.1045 0.16
H 4.9251 -2.5045 -2.3239 -0.0683 0.0199 -0.0333 0.11
H 3.4249 -3.1440 -0.8477 0.0012 0.1078 -0.1585 0.15
H 2.9211 -1.0494 0.3406 -0.0100 0.0411 0.0727 0.11
O 0.5697 -0.6486 -2.5247 -0.7189 0.1499 -0.2785 -0.05
H -4.1223 0.3312 1.5672 0.1705 0.0089 0.0386 0.14
C -3.0751 4.9724 2.0397 0.0078 0.1065 0.0232 -0.10
N 4.2430 -2.5529 -3.0638 0.0554 0.0121 -0.0815 0.18
N 1.9905 -2.4517 -3.6373 -0.3037 0.0894 -0.2146 0.18
H -3.2139 2.2384 4.0192 0.0349 -0.0705 0.1041 0.11
C -3.0203 2.9651 0.7294 -0.0259 -0.0816 0.0104 -0.03
C -0.9636 0.2865 0.9403 -0.1819 -0.2320 -0.1183 -0.56
H 1.1877 -1.8077 -3.3291 0.3088 -0.2123 -0.0334 0.07
N -0.2971 -0.1467 -0.1409 -0.2098 -0.0675 -0.5051 0.13
H 2.3452 -2.1436 -4.5327 0.0689 -0.0043 0.1211 0.12
C 1.5132 -0.3338 -1.7521 -0.0498 0.3756 0.5210 -0.62
C 1.1335 -0.0692 -0.2744 0.3870 -0.0550 0.0326 -0.21
H -2.9362 4.9340 -0.0964 0.0027 0.0470 -0.0651 0.10
C -3.1636 2.8303 3.1169 -0.0387 -0.0838 -0.1043 -0.04
C -3.1135 0.6928 1.7918 -0.1010 0.0042 0.3658 -0.13
C 2.9346 -2.5894 -2.7066 0.3321 -0.9837 -0.1701 -0.48
C 1.3297 -2.5222 0.5251 0.1337 0.2112 -0.1889 -0.16



Record 3
43
Properties=species:S:1:pos:R:3:forces:R:3:lowdin_charge:R:1 method="wB97M-V/def2-TZVPD" total_charge=-1 multiplicity=1 lumo_energy_ev="2.59 / 2.58" orbital_gap_ev="6.1 / 4.3"
N 0.1886 -0.0008 1.6395 -0.0611 -0.0606 0.0857 0.10
C 3.8391 1.2647 -1.9704 0.0178 0.0383 0.0090 -0.04
H -3.1964 1.0154 -0.0339 0.0060 -0.0557 -0.0239 0.00
H -2.1172 -0.6382 -3.9699 -0.0310 0.0162 -0.0010 0.01
H 2.9847 -1.3275 2.4244 -0.0079 0.0032 -0.0105 0.08
H -1.9107 0.2839 1.9161 0.0356 -0.0070 0.0519 0.09
C 2.5594 3.2413 -2.5864 0.0353 0.0075 -0.0457 -0.05
H -4.6643 -2.3676 -2.1984 0.0342 -0.0128 0.0152 0.00
H 3.6291 4.7276 -3.6718 -0.0256 -0.0002 0.0075 0.09
H 3.8737 0.2937 -1.4993 0.0201 0.0021 -0.0182 0.09
C -3.6778 0.0544 -0.2313 0.0678 0.0568 0.0593 -0.25
H 2.7243 -0.2329 1.0352 -0.0155 0.0045 0.0143 0.06
C 2.6162 1.9730 -1.9580 -0.0273 -0.0147 0.0388 -0.22
H 5.7734 3.4780 -3.6875 -0.0149 -0.0028 0.0031 0.07
C 3.6884 3.7555 -3.1935 -0.0340 -0.0178 0.0254 -0.14
C -0.8510 -1.4470 -0.7477 0.1591 0.1944 -0.3927 -0.17
H 1.2905 -0.2471 4.5676 0.0132 0.0104 -0.0166 0.15
N 1.5254 1.4490 -1.3519 0.1259 -0.0510 0.0202 -0.19
N 0.3273 2.0887 -1.3569 -0.1635 -0.2883 0.2919 0.00
C 4.8973 3.0606 -3.2067 0.0341 -0.0550 0.0220 -0.16
H -0.4282 -2.2974 -1.2961 -0.0039 -0.1000 0.1963 -0.06
H 5.8766 1.2492 -2.5926 -0.0073 -0.0058 0.0130 0.09
C -2.6417 -0.0685 -3.1998 0.2366 0.0523 0.0237 -0.23
H -2.1626 0.9076 -3.1068 -0.0311 -0.0351 -0.0010 0.01
H -1.2380 0.1095 4.6026 0.0151 -0.0056 -0.0250 0.10
H -3.8108 -0.4823 0.7131 -0.0226 0.0253 -0.0352 0.00
H -4.6659 0.2406 -0.6601 0.0176 -0.0136 0.0079 0.01
O -0.5624 1.3075 -0.7073 0.1793 0.2959 -0.1363 -0.27
C 1.1914 -0.1653 2.4699 -0.0801 0.0529 -0.0126 -0.33
H 3.2411 0.4174 2.5995 -0.0077 -0.0027 0.0168 0.08
H -3.6845 0.0561 -3.5016 0.0161 0.0175 -0.0059 0.01
C -3.6798 -2.6423 -1.8069 0.0220 0.0062 0.0322 -0.26
Ge -2.5748 -1.0136 -1.4738 -0.4058 -0.2889 0.1173 0.69
O 1.6312 0.2447 -0.7106 -0.2509 0.0299 -0.1392 -0.17
H -3.8230 -3.2136 -0.8852 0.0105 0.0310 -0.0409 0.00
C -0.9566 0.1360 2.3945 0.0766 -0.0401 -0.1279 -0.08
C 4.9486 1.8116 -2.5873 -0.0545 0.0426 -0.0125 -0.14
N 0.7263 -0.1441 3.7442 0.0182 0.0040 0.1093 0.09
Be 0.1166 -0.0655 -0.1895 0.0945 0.1169 -0.1330 -0.06
H 1.6243 3.7816 -2.5807 0.0240 0.0086 -0.0118 0.08
H -3.1934 -3.2967 -2.5360 -0.0089 0.0322 0.0273 0.00
C -0.6415 0.0482 3.7097 0.0296 0.0264 -0.0074 -0.09
C 2.6259 -0.3434 2.1150 -0.0353 -0.0174 0.0094 0.01